This record from OMol25 describes a cluster of 9 separate species, C16H53N11O9 in total. The level of theory is ωB97M-V/def2-TZVPD.

Summary:
LUMO (spin up / spin down), eV: -2.821 / -8.303
Highest occupied orbital energy (spin up / spin down), eV: -11.10 / -11.10
Total charge: +1
DFT total energy, eV: -52261.702
Strongest force on any atom, hartree/bohr: 0.114
HOMO-LUMO gap (spin up / spin down), eV: 8.278 / 2.795
<S²>: 0.755
2S+1: 2

Structure (XYZ):
```
89
Properties=species:S:1:pos:R:3:forces:R:3
C -6.0885 0.9463 -1.5776 -0.77 -1.43 -0.15
C -6.1654 0.1423 -0.2580 0.73 0.01 -2.19
C -4.8132 -0.0254 0.3984 0.43 1.66 1.28
O -3.8654 -0.9484 -0.0657 0.09 0.30 -0.56
C -2.6709 -0.8837 0.7285 -0.33 -1.60 0.35
N -7.0191 0.9345 0.5834 0.01 -0.35 2.00
H -5.4579 0.4826 -2.3362 0.25 0.13 0.10
H -5.8618 1.9994 -1.4114 0.25 -0.20 0.20
H -7.1062 0.8901 -1.9638 -0.07 0.30 -0.35
H -6.5926 -0.8580 -0.3286 0.01 -0.27 -0.90
H -5.0132 -0.1475 1.4629 0.06 -0.65 0.47
H -4.3570 0.9646 0.3954 0.22 0.47 -0.18
H -1.9848 -1.6545 0.3775 -0.16 0.03 -0.29
H -2.9504 -1.1952 1.7350 0.14 0.28 0.33
H -2.0658 0.0214 0.7815 -0.65 0.54 -0.42
H -7.9984 0.8378 0.3559 -0.15 0.24 -0.89
H -7.0163 0.3403 1.4001 -0.09 0.48 1.18
C 2.7673 2.1862 4.8173 0.12 0.92 0.60
C 2.2981 3.1817 3.7955 -0.15 0.50 -1.61
C 3.2440 4.3332 3.5240 0.30 1.16 0.98
O 2.6040 5.3022 2.6328 0.80 -0.94 0.80
C 3.4588 6.3978 2.3634 0.31 0.24 0.08
N 2.2015 2.5848 2.4633 -1.85 -1.39 0.68
H 3.7668 1.8258 4.5741 -0.05 -0.28 0.01
H 2.0545 1.3845 5.0106 0.09 -0.07 -0.33
H 2.8326 2.7621 5.7404 0.22 -0.26 0.31
H 1.3269 3.6014 4.0580 -0.09 -0.02 0.20
H 4.1915 3.9764 3.1202 -0.04 -0.26 -0.65
H 3.5869 4.7729 4.4606 -0.42 0.78 0.26
H 3.7109 6.9384 3.2757 -0.17 0.12 0.19
H 3.0044 7.0916 1.6561 -0.38 -0.21 0.15
H 4.4154 6.1166 1.9229 0.10 -0.46 -0.11
H 3.0437 2.0401 2.3450 0.20 0.52 -0.87
H 2.0708 3.3679 1.8389 0.54 -0.24 -0.59
C 1.4689 -4.5699 -1.1238 -0.10 -0.73 0.49
C 0.9706 -5.2715 -2.4227 -0.64 2.04 1.78
C 1.3897 -6.7797 -2.4948 1.77 -0.60 -1.50
O 2.8064 -6.7138 -2.6373 -1.43 1.30 1.62
C 3.4210 -7.7718 -3.2920 0.00 -0.87 -1.32
N -0.4871 -5.1457 -2.3655 2.16 -2.52 -0.95
H 1.0034 -5.0769 -0.2786 -0.69 0.11 0.09
H 1.1552 -3.5261 -1.1232 0.27 0.06 0.12
H 2.5004 -4.7328 -0.8112 0.29 0.29 -1.10
H 1.3500 -4.8318 -3.3451 -0.11 0.05 0.07
H 0.9508 -7.0567 -3.4534 -0.10 -0.78 -0.07
H 1.1410 -7.4873 -1.7039 -0.51 0.53 0.35
H 4.5019 -7.6474 -3.2273 -0.19 0.10 0.11
H 3.1168 -7.7434 -4.3383 0.21 -0.10 -0.34
H 3.1342 -8.7592 -2.9302 -0.01 0.00 0.44
H -0.8938 -5.6962 -1.6227 -0.39 0.53 0.92
H -0.9529 -5.3932 -3.2268 -0.54 0.80 -0.61
O -1.3301 -0.7947 3.7855 0.38 -1.33 -0.30
H -1.5999 0.0899 3.5388 -0.17 0.60 0.41
H -0.8902 -0.6850 4.6286 -0.08 0.14 0.22
O 4.3217 1.1842 1.1928 0.29 -0.07 0.16
H 4.7492 1.4241 0.3707 0.18 0.11 -0.21
H 3.7646 0.4398 0.9653 -0.23 -0.32 -0.16
C -2.0745 2.1973 2.8492 0.88 0.98 0.07
O -2.0313 1.7668 3.9684 1.17 -2.00 2.24
N -3.0908 2.9372 2.5419 -3.32 1.92 -1.67
N -1.1378 2.1383 1.9017 1.16 -0.65 -0.46
H -3.9177 2.7314 3.0841 -0.10 0.55 -0.36
H -3.1048 3.3932 1.6408 -0.71 -0.05 0.32
H -0.2172 1.8596 2.2100 0.16 0.19 -0.51
H -1.3681 2.4838 0.9810 0.68 -0.22 0.21
C -0.9732 1.8481 -3.5284 0.87 0.96 0.28
O 0.0528 1.6046 -2.8984 0.54 -1.13 0.62
N -1.2633 3.0814 -3.8372 -0.74 4.13 -1.10
N -1.8756 0.9748 -3.9277 0.10 -2.44 0.38
H -0.6418 3.8500 -3.6295 0.13 -0.51 0.12
H -2.0139 3.3453 -4.4594 0.05 -0.31 0.21
H -1.5464 0.0828 -3.5871 -1.06 -0.55 -0.61
H -2.6738 1.1505 -4.5211 0.35 -0.24 0.34
C 0.8363 -0.4402 0.5832 0.70 -0.35 -2.16
O 0.4688 -1.2904 -0.1885 -1.43 -3.32 -1.10
N 1.1059 -0.5882 1.8422 0.32 -1.38 3.62
N 1.1878 0.7011 0.0621 0.88 3.86 -0.32
H 0.8781 -1.4790 2.2602 -0.22 0.37 0.08
H 1.4275 0.1514 2.4501 -0.12 0.07 -0.21
H 1.1420 0.8533 -0.9353 -0.42 0.14 0.44
H 1.2965 1.4449 0.7367 0.42 0.58 -0.55
C 2.9636 -0.5680 -3.6528 1.65 -1.30 -0.89
O 3.8719 -1.3021 -4.0794 -0.96 0.79 0.39
N 1.8442 -0.9404 -3.1177 -3.01 -4.70 1.74
N 2.8862 0.7263 -3.6691 2.90 4.33 -1.54
H 1.1505 -0.3138 -2.7351 0.01 -0.39 -0.11
H 1.8538 -1.9328 -2.9303 -0.72 0.25 0.47
H 2.1878 1.2447 -3.1557 0.26 0.17 -0.61
H 3.6340 1.1226 -4.2204 -0.30 0.89 0.41
```
Positions in Å, forces in eV/Å.

This record from OMol25 describes a cluster of 11 separate species, C16H54N6O11 in total. The level of theory is ωB97M-V/def2-TZVPD.

Summary:
LUMO, eV: 0.344
ΔE to the lowest compared entry with this formula, charge and spin, eV: 0.000
Highest occupied orbital energy, eV: -9.05
DFT total energy, eV: -48929.222
Strongest force on any atom, hartree/bohr: 0.161
HOMO-LUMO gap, eV: 9.396

Structure (XYZ):
```
87
Properties=species:S:1:pos:R:3:forces:R:3
N -0.6595 2.6143 0.9299 2.46 -1.12 -3.51
C -1.5105 3.1223 1.7469 -4.89 6.59 -0.93
N -1.7035 2.5263 2.8749 -1.61 -1.42 4.11
O -2.2105 4.2633 1.4569 2.91 -3.82 1.08
H -0.5245 3.0963 0.0229 -0.58 -0.56 1.07
H -0.3475 1.6133 0.9489 -0.07 0.82 0.13
H -2.3375 2.9693 3.6039 1.21 -0.87 -1.87
H -1.4175 1.5293 2.9929 0.05 1.00 0.21
N 2.1635 -1.0017 -0.9861 -3.25 -2.20 -2.89
C 3.0595 -0.9447 -0.0941 1.92 -4.42 5.93
N 3.7485 0.1703 -0.0601 2.16 2.76 0.28
O 3.2155 -1.9527 0.8569 -0.29 4.28 -3.98
H 1.6505 -1.8837 -1.1691 0.40 0.66 0.73
H 1.7585 -0.2247 -1.4671 0.44 1.02 -0.48
H 4.4155 0.3163 0.6889 -0.27 -0.21 -0.28
H 3.6455 0.9513 -0.7461 -0.13 -1.43 0.83
N 0.8085 3.5573 -1.4301 2.29 4.61 3.64
C 0.5355 2.5203 -2.0941 2.00 -7.20 -2.06
N -0.3305 2.7243 -3.0691 -1.34 -1.29 -2.04
O 1.1625 1.3003 -1.8831 -2.66 5.26 -0.83
H 1.5225 3.4993 -0.6671 -0.93 0.52 -1.01
H 0.4125 4.4883 -1.7041 0.57 -1.42 0.75
H -0.5795 1.9413 -3.7121 0.70 0.96 0.66
H -0.5995 3.6693 -3.3341 -0.05 -0.55 0.31
C -3.8545 3.5793 -2.7341 1.01 -1.16 -1.62
C -3.0955 3.3673 -1.4921 -2.12 0.29 2.69
O -2.4405 4.5603 -1.1711 0.80 0.45 -2.23
H -3.1575 3.7703 -3.5641 -0.40 0.01 -0.04
H -4.4935 4.3753 -2.6101 -1.02 2.43 0.28
H -4.5775 2.8313 -3.0101 0.24 -1.09 -0.10
H -2.4495 2.5193 -1.4721 0.68 -0.75 -0.31
H -3.8585 3.1953 -0.6661 0.74 -0.15 -0.70
H -2.3325 4.6243 -0.2311 0.16 -0.13 1.91
C -2.4275 0.4003 -4.5151 0.73 0.07 -0.98
C -1.1285 -0.3407 -4.8841 -1.47 -1.54 -0.45
O -0.0585 0.5133 -4.8551 2.10 1.48 0.78
H -2.4055 0.8033 -3.5341 -0.05 -0.27 1.40
H -3.3235 -0.1817 -4.6991 -0.04 -0.15 0.12
H -2.5005 1.3283 -5.0811 0.00 -0.12 -0.66
H -1.1515 -0.6877 -5.9181 -0.67 -0.30 -0.12
H -0.9525 -1.2477 -4.2751 -0.25 0.45 0.07
H 0.7115 0.1533 -4.3811 -0.56 0.20 -0.13
C 2.3765 1.8933 2.6219 -0.65 0.12 0.61
C 2.5455 2.6613 1.3319 -0.81 0.70 1.78
O 1.9485 3.9623 1.3659 -0.02 -0.03 -0.56
H 2.8995 2.2863 3.4969 0.10 0.37 -0.28
H 2.8205 0.9313 2.4079 -0.27 -0.70 0.28
H 1.3055 1.8303 2.9119 0.61 -0.35 -0.31
H 2.1375 2.0113 0.5789 -0.15 0.06 -0.84
H 3.5925 2.8323 1.2229 0.80 0.16 -0.68
H 0.9775 3.8793 1.3839 0.39 -0.27 0.27
C -1.2235 -0.5747 -0.9971 -1.32 0.54 -0.74
C -0.7185 -0.8607 0.3969 -0.55 -0.39 -0.77
O 0.2005 0.0903 0.7219 1.93 1.70 1.36
H -1.8415 -1.3787 -1.3841 -0.22 -0.15 -0.10
H -0.4725 -0.3307 -1.7341 0.77 -0.56 0.07
H -1.8085 0.3733 -1.0891 -0.01 -0.68 0.72
H -0.2425 -1.8247 0.5379 -0.27 -0.56 -0.28
H -1.4605 -0.7277 1.1619 -0.92 -0.41 0.12
H 1.0345 -0.1087 0.2879 -0.01 0.06 -0.11
C 1.6535 -6.3107 1.6809 1.49 -0.23 0.11
C 1.9055 -4.8147 1.4359 0.24 -0.79 1.44
O 2.7065 -4.6187 0.3059 -1.26 -4.20 -0.42
H 1.2175 -6.7307 0.7829 -0.30 -0.26 -0.10
H 1.0095 -6.4847 2.5509 -0.04 0.16 -0.27
H 2.6105 -6.8877 1.8759 -0.95 0.79 -0.29
H 2.4755 -4.4087 2.2649 0.00 0.10 0.56
H 0.9215 -4.3227 1.5119 0.22 0.28 -0.87
H 2.8115 -3.7277 0.1809 0.69 4.06 -0.11
C 0.4615 -2.9497 3.8999 2.07 0.92 0.86
O 0.7345 -2.0267 2.8359 -0.90 -0.51 0.33
H 1.2375 -3.7077 3.9839 0.11 -0.14 -0.26
H -0.4495 -3.4397 3.7119 -1.27 -0.37 -0.31
H 0.4625 -2.4577 4.8979 -0.29 -0.07 -0.61
H 1.6285 -1.6807 2.8629 0.45 -0.17 -0.07
C -1.8445 -0.4887 4.5009 0.21 -0.53 -0.96
O -0.8575 -0.0197 3.5669 -0.27 1.15 0.99
H -2.6125 -0.8607 3.8399 -0.80 -0.59 0.38
H -2.3265 0.2363 5.1829 0.87 0.23 -0.58
H -1.3975 -1.2867 5.0859 -0.31 -0.11 0.26
H -0.3595 -0.7677 3.1859 0.13 -0.07 0.07
C -0.0695 -4.0637 -1.5461 0.13 -1.21 0.83
O 0.9185 -3.1137 -1.7281 0.54 0.65 -1.01
H -0.3025 -4.5177 -2.4901 -0.42 -0.45 -0.43
H -0.9345 -3.5897 -1.1341 -0.55 0.26 0.24
H 0.3385 -4.7987 -0.8421 -0.51 -0.24 -0.11
H 1.6075 -3.5337 -2.2451 0.38 0.00 -0.01
```
Positions in Å, forces in eV/Å.